Version w
Here is a structure of composition CH6N4OS from the OMol25 dataset. Energies are from the ωB97M-V functional and the def2-TZVPD basis.

Values from the calculation:
Kohn-Sham gap ... 9.36 eV

Last column: Mulliken charge in e.
Cartesian coordinates (Å):
C1 -0.045 0.061 0.495  0.3443
H1 -0.543 1.799 2.788  0.2739
H2 -2.027 1.112 1.779  0.3150
H3 -0.388 1.924 -0.247  0.3000
H4 1.932 0.227 0.280  0.2948
H5 0.248 0.977 -2.035  0.1028
H6 -0.094 -1.982 -0.155  0.3763
N1 -1.126 1.679 1.744  -0.5418
N2 -0.027 1.361 0.840  -0.2998
N3 1.222 -0.235 -0.216  -0.4052
N4 -1.116 -0.691 0.714  -0.3412
O1 -0.972 -2.028 0.223  -0.3535
S1 1.015 -0.188 -1.797  -0.0654

Version x
Here is a cluster of 2 separate species, CH6N4OS in total from the OMol25 dataset. Energies are from the ωB97M-V functional and the def2-TZVPD basis.

Values from the calculation:
Kohn-Sham gap (alpha / beta) ... 9.21 / 9.21 eV

Last column: Mulliken charge in e.
Cartesian coordinates (Å):
C1 -1.952 0.091 -0.244  0.5810
N1 4.021 0.820 1.029  -0.4785
N2 3.506 -1.204 -0.312  -0.4199
N3 -3.068 -0.085 0.500  -0.4228
N4 -0.803 -0.336 0.025  -0.5417
O1 -2.161 0.821 -1.348  -0.5741
S1 3.025 0.217 -0.126  0.3779
H1 3.816 1.810 1.073  0.2261
H2 2.673 -1.653 -0.822  0.2772
H3 -3.168 -0.855 1.130  0.2148
H4 -3.843 0.279 0.066  0.2159
H5 -0.868 -0.888 0.893  0.1601
H6 -1.178 0.982 -1.863  0.3840

Version y
Here is an isolated molecule of CH6N4OS from the OMol25 dataset. Energies are from the ωB97M-V functional and the def2-TZVPD basis.

Values from the calculation:
Kohn-Sham gap ... 8.87 eV
SMILES ... N/N=C(\NO)NS

Last column: Mulliken charge in e.
Cartesian coordinates (Å):
N1 2.221 1.531 -0.933  -0.6245
N2 1.033 1.398 -0.275  -0.3088
C1 0.454 0.286 -0.009  0.3324
N3 0.606 -0.950 -0.765  -0.1825
O1 0.418 -2.104 -0.164  -0.3968
N4 -0.399 0.183 1.105  -0.3441
S1 -2.121 -0.018 0.539  -0.1336
H1 1.915 1.657 -1.886  0.2197
H2 2.808 2.384 -0.618  0.2589
H3 1.485 -0.796 -1.068  0.3224
H4 -0.081 -2.654 -0.864  0.3789
H5 -0.171 0.819 2.130  0.3380
H6 -2.322 -1.157 1.131  0.1400

Energy ordering: version x at the bottom, the next structure 283.1 kJ/mol above.

Version w
Here is an isolated molecule of CH3NO from the OMol25 dataset. Energies are from the ωB97M-V functional and the def2-TZVPD basis.

Values from the calculation:
Kohn-Sham gap ... 11.37 eV
SMILES ... NC=O

Last column: Mulliken charge in e.
Cartesian coordinates (Å):
N1 -1.098 -0.127 -0.031  -0.3435
C1 0.193 0.363 -0.043  0.1143
O1 1.185 -0.251 0.042  -0.4636
H1 -1.304 -1.066 -0.183  0.2043
H2 -1.784 0.333 0.455  0.2032
H3 0.132 1.452 -0.135  0.2852

Version x
Here is a cluster of 2 separate species, CH3NO in total from the OMol25 dataset. Energies are from the ωB97M-V functional and the def2-TZVPD basis.

Values from the calculation:
Kohn-Sham gap ... 10.05 eV

Last column: Mulliken charge in e.
Cartesian coordinates (Å):
C1 -1.073 -0.182 0.003  0.0424
N1 -0.045 0.596 -0.004  -0.3061
O1 -2.238 0.059 -0.037  -0.4006
H1 -0.888 -1.868 -0.001  0.1500
H2 1.033 0.463 0.090  0.2548
H3 -0.233 1.624 0.005  0.2596

Energy ordering: version w at the bottom, the next structure 211.2 kJ/mol above.